DFT (wB97M-V/def2-TZVPD) results for a cluster of 2 separate species, C4H5NO2 in total in a non-equilibrium geometry.

Each line ends with the Mulliken charge.
Positions of all 12 atoms, in Å:
O1 -2.548 0.597 0.934  -0.453
C1 -1.498 0.122 0.588  0.010
C2 -0.143 0.519 -1.151  -0.030
C3 -0.257 0.997 0.224  -0.276
N1 1.985 -0.945 1.218  -0.474
C4 1.955 -1.583 0.244  0.177
O2 0.215 -0.606 -1.417  -0.497
H1 -1.362 -0.962 0.659  0.382
H2 -0.399 1.249 -1.934  0.351
H3 -0.477 2.053 0.328  0.281
H4 0.512 0.718 0.937  0.231
H5 2.015 -2.159 -0.630  0.297

The spin multiplicity is 1. The net charge is 0. The energy above the lowest of the compared OMol25 structures with the same formula, charge and spin is 220.32 kJ/mol. Its SMILES is O=CCC=O.C#N. For the orbital gap, the calculation gives 10.3 eV.